DFT (the ωB97M-V functional and the def2-TZVPD basis) results for C32H47BF23NO24S3Zr as an isolated structure in a non-equilibrium geometry.

Structure (XYZ):
```
132
Properties=species:S:1:pos:R:3:mulliken_charge:R:1
N 0.590 0.916 0.110 0.954
H 7.514 -2.633 0.079 0.471
C -0.513 -0.672 -6.444 0.302
F -4.142 1.239 -2.559 -0.213
F 2.700 -3.896 7.819 -0.274
O -0.564 -1.233 -1.287 -0.280
O -1.032 2.672 6.720 -0.519
F 5.568 -3.313 -3.805 -0.271
F -2.606 -0.152 -7.183 -0.194
F 0.801 -6.181 0.131 -0.298
S 0.449 -0.367 1.025 -0.777
F 2.074 -2.005 7.043 -0.197
H 4.994 0.907 0.922 0.535
H -1.026 -4.862 5.401 0.479
H -0.450 2.747 -5.673 0.173
H -0.751 2.129 1.923 -0.689
O 1.617 -1.205 1.151 -0.480
C 0.496 -3.682 -4.763 -1.126
H -5.110 2.274 6.592 0.263
O 2.264 2.779 -1.186 -0.176
C 4.690 -3.361 -2.791 0.897
C -3.630 -4.484 1.056 -1.684
H -3.173 -5.067 1.857 0.332
O -3.363 2.623 -4.974 -0.343
H -2.941 4.298 5.879 0.416
H 5.310 0.342 -0.779 0.082
H 0.410 6.938 -0.557 0.397
H -0.412 -4.140 -5.151 0.376
H 0.529 -3.907 -3.696 0.104
H -3.046 -2.997 -0.372 0.351
O -1.361 -3.785 0.607 0.368
O 0.898 5.419 0.623 -0.719
H 8.928 -1.081 -1.524 0.355
S 0.478 -0.256 -1.292 -0.205
F -4.948 -0.520 -1.513 -0.280
F 4.114 -4.541 -2.764 -0.224
B -1.109 3.180 1.967 1.203
F 0.672 0.548 2.351 -0.561
H -0.181 3.757 2.167 0.259
H -2.332 2.646 -3.339 -0.077
H -3.340 1.795 2.006 0.165
F -0.023 0.887 -2.261 0.174
O -3.060 2.684 -7.520 -0.519
H 7.755 0.197 -1.249 0.226
H -2.833 -2.451 1.224 0.108
H -3.859 -5.193 0.259 0.434
H 6.528 -1.324 0.320 0.200
O 4.304 2.508 -1.933 -0.308
F 3.658 2.799 -4.404 -0.261
O 0.041 -3.167 6.067 -0.101
C 0.576 -4.893 -0.142 0.919
H 8.645 -0.345 0.151 0.361
Zr 0.516 2.936 0.413 0.412
C -0.927 -4.622 -0.314 0.212
S -3.282 3.489 -6.349 0.962
H -0.146 -3.768 3.354 0.215
H -1.944 -3.563 5.916 0.363
C -1.581 2.073 5.844 -0.019
H -4.622 -4.138 1.349 0.422
C -3.670 0.755 1.937 1.002
H 0.018 -1.763 -3.984 -0.498
O -0.283 -1.921 -6.068 -0.213
F 0.359 1.173 4.917 -0.243
C -3.866 0.212 -1.762 0.708
H 1.367 -4.109 -5.256 0.351
H 4.293 3.154 -0.048 0.132
O 1.740 -0.613 -1.825 -0.194
O -0.846 -0.869 1.367 0.273
C -4.418 3.053 6.920 -1.211
F -2.974 -0.587 -2.334 -0.129
H 1.509 -1.819 -4.861 0.289
H 1.564 5.895 -1.245 0.230
C 3.039 2.793 -2.121 0.393
F 1.166 -4.137 0.793 -0.196
F -1.565 0.383 4.172 -0.203
O -4.301 4.521 -6.411 -0.586
C 1.684 -3.016 7.808 0.875
C -4.722 0.335 2.972 -1.644
H -4.962 -0.712 2.774 0.361
F 1.420 -2.614 9.040 -0.250
O -0.382 3.717 -1.403 -0.248
C 5.454 -3.084 -1.455 0.444
H -5.001 3.923 7.221 0.414
O -0.103 -4.679 7.726 -0.526
O 6.373 -2.132 -1.556 -0.264
H -3.832 2.690 7.764 0.308
F -0.878 0.332 -8.507 -0.230
C 8.226 -0.677 -0.797 -1.075
H -1.948 3.338 2.715 -0.360
C -2.734 -3.347 0.615 0.009
F 1.691 2.046 -3.856 -0.161
H -1.831 1.359 -4.395 -0.066
C -3.320 0.753 -0.395 0.392
F 2.124 4.181 -3.774 -0.249
H -1.898 -3.533 3.366 0.104
O -4.131 0.533 0.617 -0.237
C 2.612 2.965 -3.606 0.915
F -1.619 -1.677 -8.334 -0.269
H -4.493 0.404 4.032 0.284
C 4.713 0.977 -0.129 -0.262
H -1.399 3.460 0.929 0.291
O -2.257 1.319 -0.346 0.319
C -2.081 2.419 -4.376 0.223
F -0.836 -0.160 6.115 -0.265
C -1.038 -3.771 5.341 -0.826
H 3.662 0.690 -0.161 -0.260
C -3.534 3.385 5.765 -0.371
C 7.190 -1.736 -0.451 -0.246
H -1.430 5.492 -1.393 0.394
C -0.415 5.118 -1.564 -0.342
F 3.782 -2.411 -3.069 -0.215
O -0.050 0.300 -5.910 -0.509
H -2.704 0.264 2.068 -0.495
C -0.972 -3.302 3.891 -0.148
C 0.473 -2.159 -4.887 0.680
H -0.802 -2.229 3.800 -0.167
C -1.087 3.372 -5.047 0.837
O -1.830 4.176 -5.968 -0.476
O -2.797 2.248 5.331 -0.019
O -1.547 -5.152 -1.188 -0.561
F 1.215 -4.608 -1.282 -0.272
C -0.891 0.836 5.226 1.115
H -4.155 3.801 4.964 0.349
C 0.458 -3.776 7.188 0.261
H -5.638 0.894 2.776 0.437
O 5.207 -3.680 -0.450 -0.558
H 5.852 2.867 -0.509 0.458
H -0.208 5.372 -2.609 0.228
C -1.428 -0.530 -7.667 0.883
C 0.613 5.869 -0.691 -0.797
H -0.602 4.039 -4.343 -0.337
C 4.868 2.414 -0.617 -0.475
```

Properties
total charge: 0
E_LUMO: -2.2 eV
Kohn-Sham gap: 6.8418 eV